1.
{
  "formula": "C28H48F6O3SbTi",
  "method": "the ωB97M-V functional and the def2-TZVPD basis",
  "homo_lumo_gap_ev": [5.560, 7.735],
  "mol_weight_g_mol": 716.30,
  "s2": 2.004,
  "relative_energy_kcal_mol": 13.9,
  "energy_ev": -81919.8139,
  "multiplicity": 3,
  "charge": -1,
  "species": ["Sb", "Ti", "F", "F", "F", "F", "F", "F", "O", "O", "O", "C", "C", "C", "C", "C", "C", "C", "C", "C", "C", "C", "C", "C", "C", "C", "C", "C", "C", "C", "C", "C", "C", "C", "C", "C", "C", "C", "C", "H", "H", "H", "H", "H", "H", "H", "H", "H", "H", "H", "H", "H", "H", "H", "H", "H", "H", "H", "H", "H", "H", "H", "H", "H", "H", "H", "H", "H", "H", "H", "H", "H", "H", "H", "H", "H", "H", "H", "H", "H", "H", "H", "H", "H", "H", "H", "H"],
  "coordinates": [[0.98857, -4.08114, -0.78548], [-0.78590, 1.12169, -0.08069], [-3.40065, 1.72812, 1.40289], [-5.45574, 1.55307, 0.74906], [-3.67982, 0.14484, -2.37157], [-5.63163, 1.01628, -2.00416], [-4.19178, 2.03980, -3.26478], [-4.02826, -0.00389, 0.27735], [-2.39527, 2.11055, -0.98024], [-1.19436, -1.15334, 0.06507], [-0.29706, -0.23735, -1.73777], [-0.46216, 4.79024, -1.08043], [0.88578, -1.32768, 2.51404], [2.75410, 0.30842, -1.63185], [-1.07368, -4.48280, -0.26784], [-0.45332, -4.32069, -3.56893], [1.26408, 2.44460, -0.17371], [-1.03689, -1.08808, -1.17661], [0.89663, 0.17050, 2.87419], [-0.36195, 0.39886, 3.73013], [-4.38880, 3.46759, -0.91066], [-4.30912, 1.30099, -2.14211], [-4.17850, 1.32454, 0.37696], [0.15306, 2.35667, 1.77291], [0.39502, 3.17281, 0.64517], [2.72420, -6.36065, -1.97219], [2.88828, 0.53098, -0.12104], [-3.74569, 2.07700, -0.92222], [0.91555, 1.15330, 1.68322], [-1.29910, -4.59526, 1.23757], [0.64552, -3.53867, -2.85802], [-1.40310, 4.80765, 1.23114], [2.10476, 0.46985, 3.78023], [1.40570, -6.17191, -1.22399], [1.64922, 1.23223, 0.46097], [3.27275, -0.81621, 0.48472], [4.07855, 1.48249, 0.12278], [-0.14166, 4.56913, 0.39931], [0.93453, 5.58009, 0.83148], [3.93097, 2.44406, -0.36958], [1.95775, -0.39959, -1.85475], [2.06731, 1.50580, 4.12566], [5.00314, 1.03716, -0.25941], [-1.07494, -3.64762, 1.72890], [0.57104, -6.57881, -1.79804], [1.42357, -6.69662, -0.26560], [1.87221, -1.70899, 2.27727], [-1.26935, 0.23413, 3.14401], [-0.24652, -5.39315, -3.57308], [-0.79814, 5.82067, -1.23529], [0.42810, -2.46993, -2.85323], [1.19427, 5.43374, 1.88262], [1.84298, 5.44720, 0.23928], [4.21098, -1.14574, 0.02787], [3.04891, 0.33076, 3.25160], [2.10299, -0.18860, 4.65465], [-2.15239, 4.05316, 0.99180], [-0.55058, -3.99904, -4.60916], [-1.66827, -3.66471, -0.66839], [-1.81499, 5.79861, 1.01927], [3.43401, -0.75605, 1.55669], [-1.42068, -4.17020, -3.08740], [-1.18552, 4.75568, 2.30022], [0.53322, -1.89587, 3.38063], [2.52211, -1.57655, 0.26822], [3.56332, -5.94207, -1.41204], [-3.99428, 4.02776, -1.75551], [-0.67182, -5.37052, 1.68564], [-5.47523, 3.40795, -0.97644], [-0.35625, -0.31406, 4.55816], [-1.24410, 4.10413, -1.40825], [-4.11451, 3.98582, 0.00700], [-1.35890, -5.40364, -0.78139], [3.69958, -0.08236, -2.02056], [-1.61035, -1.77242, -1.82591], [-0.55326, 2.58796, 2.55152], [0.58241, 6.60806, 0.69871], [2.52525, 1.23158, -2.16666], [-2.34135, -4.84315, 1.45400], [0.21732, -1.52332, 1.67946], [2.94325, -7.41612, -2.15614], [2.69470, -5.85777, -2.94171], [4.20178, 1.67003, 1.19289], [1.60426, -3.65921, -3.36811], [0.42041, 4.62997, -1.70351], [-0.39885, 1.39681, 4.16622], [1.66258, 2.79046, -1.11700]],
  "forces_ev_per_angstrom": [[-0.1, -0.2, -0.1], [1.0, 0.3, -0.2], [-0.1, 0.0, 0.1], [0.0, 0.0, 0.0], [0.0, 0.0, 0.0], [0.1, 0.0, -0.1], [0.0, -0.1, 0.1], [0.0, 0.0, 0.1], [-0.2, -0.1, 0.2], [-0.4, 0.2, 0.0], [-0.4, 0.0, -0.1], [0.0, 0.0, 0.0], [0.0, 0.1, 0.1], [0.0, 0.0, -0.1], [0.1, 0.0, 0.0], [0.1, 0.1, 0.0], [0.1, 0.1, -0.2], [0.0, 0.1, -0.2], [0.2, 0.0, 0.0], [0.0, 0.0, 0.0], [0.0, 0.0, 0.0], [0.0, 0.1, 0.0], [0.0, 0.0, -0.2], [-0.1, 0.0, -0.2], [-0.6, -0.1, 0.1], [-0.1, 0.0, 0.0], [0.1, 0.0, 0.1], [0.2, -0.3, 0.2], [0.0, -0.1, 0.5], [0.0, 0.0, -0.1], [0.0, 0.0, 0.1], [0.0, 0.0, -0.1], [0.0, 0.0, 0.0], [0.1, 0.1, 0.0], [0.2, -0.2, 0.0], [-0.1, 0.0, -0.2], [0.0, 0.0, 0.1], [0.1, 0.1, 0.1], [0.0, 0.0, 0.0], [0.0, 0.0, 0.0], [0.0, 0.0, 0.0], [0.0, 0.0, 0.0], [0.0, 0.0, 0.0], [0.0, 0.0, 0.0], [0.0, 0.0, 0.0], [0.0, 0.0, 0.0], [0.0, 0.0, 0.0], [0.0, 0.0, 0.0], [0.0, 0.0, 0.0], [0.0, 0.0, 0.0], [0.0, 0.0, -0.1], [0.0, 0.0, 0.0], [0.0, 0.0, 0.0], [0.0, 0.0, 0.0], [0.0, 0.0, 0.0], [0.0, 0.0, 0.0], [0.0, 0.0, 0.0], [0.0, 0.0, 0.0], [-0.1, 0.0, 0.0], [0.0, 0.0, 0.0], [0.0, 0.0, 0.0], [0.0, 0.0, 0.0], [0.0, 0.0, 0.0], [0.0, 0.0, 0.0], [0.0, 0.0, 0.1], [0.0, 0.0, 0.0], [0.0, 0.0, 0.0], [0.0, 0.0, 0.0], [0.0, 0.1, 0.0], [0.0, 0.0, 0.0], [0.0, 0.0, 0.0], [0.0, 0.0, 0.0], [0.0, 0.0, 0.0], [0.0, 0.0, 0.0], [0.1, -0.2, 0.0], [0.0, 0.0, 0.1], [0.0, 0.0, 0.0], [0.0, 0.0, 0.0], [0.0, 0.0, 0.0], [0.0, 0.0, 0.0], [0.0, 0.0, 0.0], [0.0, 0.0, 0.0], [0.0, 0.0, 0.0], [0.0, 0.0, 0.0], [0.0, 0.0, 0.0], [0.0, 0.0, 0.0], [0.0, 0.0, 0.0]],
  "lowdin_spin": [0.000, 1.754, 0.010, 0.000, 0.000, 0.001, 0.000, 0.003, 0.043, 0.037, 0.026, 0.002, 0.001, 0.001, 0.000, 0.000, 0.011, 0.017, 0.004, 0.007, 0.000, 0.002, 0.003, 0.010, 0.016, 0.000, 0.002, 0.006, 0.010, 0.000, 0.000, 0.001, 0.000, 0.000, 0.013, 0.000, 0.000, 0.004, 0.001, 0.000, 0.000, 0.000, 0.000, 0.000, 0.000, 0.000, 0.000, 0.005, 0.000, 0.000, 0.000, 0.000, 0.000, 0.000, 0.000, 0.000, 0.000, 0.000, 0.000, 0.000, 0.000, 0.000, 0.000, 0.000, 0.000, 0.000, 0.000, 0.000, 0.000, 0.000, 0.001, 0.000, 0.000, 0.000, 0.001, 0.003, 0.000, 0.000, 0.000, 0.001, 0.000, 0.000, 0.000, 0.000, 0.000, 0.000, 0.004]
}

2.
{
  "formula": "C21H24Cl6F6O18",
  "method": "the ωB97M-V functional and the def2-TZVPD basis",
  "homo_lumo_gap_ev": [7.848, 2.029],
  "mol_weight_g_mol": 891.11,
  "s2": 0.757,
  "energy_ev": -150447.4982,
  "multiplicity": 2,
  "charge": 1,
  "species": ["Cl", "Cl", "Cl", "Cl", "Cl", "Cl", "F", "F", "F", "F", "F", "F", "O", "O", "O", "O", "O", "O", "O", "O", "O", "O", "O", "O", "O", "O", "O", "O", "O", "O", "C", "C", "C", "C", "C", "C", "C", "C", "C", "C", "C", "C", "C", "C", "C", "C", "C", "C", "C", "C", "C", "H", "H", "H", "H", "H", "H", "H", "H", "H", "H", "H", "H", "H", "H", "H", "H", "H", "H", "H", "H", "H", "H", "H", "H"],
  "coordinates": [[9.54053, 2.49769, 21.20575], [10.10491, 5.06354, 22.52377], [17.04489, 3.59272, 17.34458], [14.41184, 0.54404, 23.01549], [15.03713, -2.21622, 22.40600], [15.79204, 5.95388, 16.21259], [8.93518, 0.71647, 17.00001], [13.59626, 3.01259, 12.63285], [15.40958, 0.83084, 15.88699], [17.16398, 5.27922, 21.16606], [14.92057, 5.81270, 26.89379], [13.23819, 5.69664, 17.95816], [12.70123, 2.83570, 14.76925], [18.91110, 9.10435, 19.86565], [16.63186, -0.99094, 16.35512], [18.33122, 7.08379, 20.60539], [11.44936, 4.40081, 15.75461], [14.30310, 1.79907, 19.64150], [13.41199, 4.73346, 24.02366], [11.42223, 0.14823, 15.96222], [13.53362, 3.51478, 18.38590], [18.10946, -1.56508, 17.97832], [9.94804, -1.24725, 16.79745], [11.01014, -1.70869, 14.68673], [17.12049, 7.98469, 19.09983], [10.99141, 3.63135, 13.70849], [16.08902, -0.62476, 18.37166], [13.64494, 3.80646, 20.52860], [13.71187, 6.77024, 22.72055], [14.44055, 6.49407, 24.80450], [14.06312, 5.76044, 25.88069], [14.78159, -0.59018, 17.75765], [12.69053, 4.57090, 18.57865], [11.69773, 3.66874, 14.82148], [13.86011, 6.07241, 23.73930], [16.64692, 6.73457, 19.22250], [11.06975, 0.63233, 17.19608], [17.04911, -1.11417, 17.55648], [15.90705, 4.22671, 16.08686], [18.24041, 8.09174, 19.78118], [14.06112, 4.41530, 25.21101], [13.93877, 2.92358, 19.49536], [9.86189, -0.08928, 17.52230], [11.36108, 2.51331, 12.97239], [12.78198, 2.33464, 13.42841], [16.95280, 6.52301, 20.74857], [10.79415, -0.99711, 15.69435], [12.75160, 4.79637, 20.10083], [15.32596, -0.45430, 16.28980], [8.87340, 3.91307, 22.04302], [15.30493, -0.54131, 21.88847], [8.42783, 3.52328, 22.95824], [10.78297, 1.60109, 13.11987], [15.10291, -0.39399, 20.82752], [13.17829, 6.10600, 26.41528], [14.94213, 3.79252, 16.34863], [16.12414, 3.91409, 15.06547], [16.36713, -0.32180, 21.99646], [11.71488, 4.34296, 18.14940], [15.13961, 4.26628, 25.15850], [11.30211, 2.80968, 11.92511], [11.81463, 0.43820, 17.96780], [15.58512, 6.75911, 18.97740], [16.17014, 6.88496, 21.41530], [8.08361, 4.38307, 21.45698], [9.54970, -0.21113, 18.55950], [13.59911, 3.68112, 25.87104], [17.17380, 5.97053, 18.65090], [14.26330, -1.53519, 17.92024], [14.61316, -0.96261, 15.64045], [13.28151, 5.71461, 20.35411], [11.00827, 1.71469, 17.30935], [13.15443, 1.31024, 13.42768], [14.25156, 0.31785, 18.04512], [11.80484, 4.61004, 20.60778]],
  "forces_ev_per_angstrom": [[0.0, 0.2, -0.2], [0.1, 0.3, -0.1], [-0.2, 0.0, -0.7], [0.2, -0.1, -0.8], [0.0, 0.1, -0.4], [0.0, 0.7, -0.4], [-3.0, 0.9, -1.1], [1.3, 1.4, -0.2], [0.1, 0.7, -0.1], [0.2, 0.0, -0.5], [2.1, 0.2, 0.4], [-0.4, -0.8, 0.1], [2.3, -1.2, -0.7], [1.8, 1.4, -0.1], [-1.2, -0.2, -4.3], [1.5, 1.4, 1.5], [0.4, -1.0, -0.8], [0.5, 0.9, -0.4], [0.3, 1.8, -2.5], [1.1, 0.2, -2.0], [0.6, -1.4, -2.6], [-2.6, 1.3, -1.6], [0.4, -1.4, -1.8], [-1.3, 3.0, 4.5], [2.3, 4.5, -2.2], [-1.7, 0.6, 0.4], [-0.8, -0.1, 2.4], [1.4, -2.4, 0.0], [0.4, -3.1, 2.7], [1.6, 3.8, 0.4], [-1.4, -1.8, 2.3], [2.7, 0.6, -1.7], [-0.2, 1.9, 0.8], [-1.5, 2.6, 1.9], [-1.9, -0.3, -3.6], [-1.8, -3.7, 2.1], [2.6, 1.2, 3.1], [2.5, -0.9, 4.4], [-0.6, -1.1, 0.6], [-4.2, -2.8, 1.0], [0.1, 0.2, 2.7], [-1.4, 0.5, 2.8], [-0.9, 0.4, 0.9], [0.5, -0.5, -1.6], [-0.8, -2.1, 0.3], [-0.9, -2.4, -1.9], [0.4, -2.9, -2.4], [0.2, 0.0, -0.3], [-1.6, -0.9, 1.1], [-0.7, -0.5, 0.7], [0.7, 0.1, 0.5], [0.1, 0.1, -0.1], [-0.4, 0.3, 0.4], [-0.7, 0.0, 0.4], [-0.9, 0.2, -1.1], [0.1, 0.2, 0.0], [0.7, 0.1, 0.3], [-0.2, -0.1, 0.3], [0.2, 0.4, -0.2], [0.1, -0.8, -0.7], [0.1, -0.3, 0.0], [0.7, -0.6, -0.2], [0.0, -0.1, 0.0], [0.8, 1.5, 0.4], [0.4, 0.0, -0.2], [0.6, -0.7, 0.0], [-0.3, -0.3, -0.8], [0.0, 0.2, -0.3], [-0.1, 0.1, 0.0], [0.8, -0.3, -0.6], [-1.0, 0.4, -0.1], [-0.6, 0.0, -1.0], [-0.2, 0.0, 0.5], [0.1, -0.3, 0.2], [0.1, 0.5, -0.1]],
  "lowdin_spin": [0.000, 0.000, 0.001, 0.000, 0.000, 0.006, 0.000, 0.000, 0.000, 0.012, 0.000, 0.000, 0.000, 0.750, 0.000, 0.114, 0.000, 0.000, 0.000, 0.000, 0.000, 0.000, 0.000, 0.000, 0.018, 0.000, 0.000, 0.000, 0.000, 0.000, 0.000, 0.000, 0.000, 0.000, 0.000, 0.019, 0.000, 0.000, 0.001, 0.059, 0.000, 0.000, 0.000, 0.000, 0.000, 0.009, 0.000, 0.000, 0.000, 0.000, 0.000, 0.000, 0.000, 0.000, 0.000, 0.000, 0.000, 0.000, 0.000, 0.000, 0.000, 0.000, 0.011, 0.001, 0.000, 0.000, 0.000, 0.000, 0.000, 0.000, 0.000, 0.000, 0.000, 0.000, 0.000]
}

3.
{
  "formula": "C7H13N",
  "method": "the ωB97M-V functional and the def2-TZVPD basis",
  "homo_lumo_gap_ev": [8.261, 5.050],
  "mol_weight_g_mol": 111.19,
  "s2": 0.789,
  "relative_energy_kcal_mol": 38.7,
  "energy_ev": -8950.0048,
  "multiplicity": 2,
  "charge": 1,
  "species": ["N", "C", "C", "C", "C", "C", "C", "C", "H", "H", "H", "H", "H", "H", "H", "H", "H", "H", "H", "H", "H"],
  "coordinates": [[1.18627, 0.73541, -2.48852], [0.89890, 1.24115, -1.15112], [1.39239, 0.19387, -0.13665], [-2.13330, -0.83852, 0.56872], [-0.81601, 0.73743, 1.93671], [0.40599, -2.09360, 0.01105], [-0.91399, -0.28424, 0.87285], [0.30004, -0.74285, 0.24612], [-1.41537, 0.45819, 2.81544], [1.37755, 2.20031, -0.96763], [1.31274, -2.49723, -0.41788], [0.89411, 1.40380, -3.19487], [1.74403, 0.66744, 0.79168], [2.28217, -0.30774, -0.50282], [-1.42033, 1.62862, 1.69624], [0.15375, 1.08832, 2.27029], [-2.36460, -1.40187, -0.32701], [0.61002, -0.08750, -2.64367], [-0.16630, 1.45728, -0.98346], [-2.96521, -0.77601, 1.26522], [-0.36285, -2.78227, 0.33932]],
  "forces_ev_per_angstrom": [[-0.4, 0.2, 0.1], [0.0, 0.1, 0.0], [0.1, 0.6, 1.2], [-1.0, -0.7, 0.3], [-1.4, 1.3, 0.7], [-0.1, 0.3, 0.1], [1.3, 0.0, 0.5], [-0.2, -0.6, -1.0], [0.3, -0.6, 0.0], [0.4, -0.1, -0.2], [0.1, -0.1, 0.1], [0.2, 0.0, 0.0], [-0.1, 0.2, -0.2], [-0.1, -0.3, -0.3], [0.4, 0.0, -0.5], [0.2, -0.3, -0.3], [0.4, -0.1, 0.0], [0.1, -0.1, -0.2], [-0.1, -0.2, 0.1], [0.0, 0.5, -0.1], [0.0, 0.0, -0.2]],
  "lowdin_spin": [0.016, 0.006, 0.012, 0.400, 0.021, 0.286, 0.114, 0.066, 0.007, 0.000, 0.013, 0.001, 0.003, 0.000, 0.004, 0.002, 0.018, 0.001, 0.000, 0.015, 0.016]
}

4.
{
  "formula": "CH5N5",
  "method": "the ωB97M-V functional and the def2-TZVPD basis",
  "homo_lumo_gap_ev": [8.475, 8.181],
  "mol_weight_g_mol": 87.09,
  "relative_energy_kcal_mol": 68.1,
  "energy_ev": -8563.5744,
  "multiplicity": 1,
  "species": ["N", "N", "N", "N", "N", "C", "H", "H", "H", "H", "H"],
  "coordinates": [[-0.68149, -1.72349, -0.15989], [-0.25549, 0.54670, 0.67169], [0.31036, -1.63692, -0.76558], [1.38257, 1.17899, -0.75528], [1.03028, 0.28597, 0.29041], [-1.04604, -0.74433, 0.86441], [0.71578, 1.52784, -1.37174], [2.34297, 1.20935, -1.14946], [-0.82574, 1.07938, -0.10956], [-2.22126, -0.60140, 0.64278], [-0.75194, -1.12210, 1.84222]],
  "forces_ev_per_angstrom": [[0.3, -1.0, -0.5], [-2.7, -0.1, -2.1], [0.4, 0.2, 0.0], [2.1, -0.7, 1.9], [0.4, 0.8, -2.0], [-1.3, 2.3, -0.3], [-1.6, 0.3, -1.0], [-1.2, -0.7, 1.1], [1.5, -0.9, 1.7], [2.8, 0.1, 1.3], [-0.6, -0.4, -0.1]],
  "mulliken_charge": [0.019, -0.179, -0.226, -0.319, -0.216, -0.245, 0.149, 0.222, 0.255, 0.275, 0.264]
}